{
  "formula": "C5H11N2O",
  "method": "wB97M-V/def2-TZVPD",
  "elements": ["C", "C", "C", "C", "C", "N", "N", "O", "H", "H", "H", "H", "H", "H", "H", "H", "H", "H", "H"],
  "positions_angstrom": [[-1.839, 0.162, 1.463], [-1.466, -0.090, 0.221], [0.978, -0.537, 0.234], [-0.080, 0.416, -1.844], [-0.128, 0.305, -0.336], [0.985, -1.826, -0.043], [1.868, 0.049, 0.983], [0.212, 1.847, 0.280], [-2.816, -0.105, 1.821], [-1.192, 0.677, 2.155], [-2.130, -0.569, -0.484], [0.870, 0.824, -2.172], [-0.217, -0.561, -2.302], [-0.879, 1.064, -2.194], [0.254, -2.230, -0.609], [1.687, -2.447, 0.333], [1.751, 1.053, 1.120], [2.638, -0.441, 1.419], [-0.496, 2.410, -0.046]],
  "mulliken_charge": [-0.770, -0.500, 0.146, -1.530, 1.381, -0.322, -0.263, -0.630, 0.325, 0.282, 0.372, 0.353, 0.392, 0.452, 0.235, 0.235, 0.302, 0.195, 0.345],
  "smiles": "C=C[C@@](C)(O)C(N)=[NH2+]",
  "e_homo_ev": -14.2,
  "total_charge": 1,
  "e_tot_ha": -381.61153,
  "orbital_gap_ev": 10.97
}

{
  "formula": "C5H11N2O2",
  "method": "wB97M-V/def2-TZVPD",
  "elements": ["C", "C", "C", "C", "C", "N", "N", "O", "O", "H", "H", "H", "H", "H", "H", "H", "H", "H", "H", "H"],
  "positions_angstrom": [[-2.254, 0.469, 0.617], [-0.758, -1.551, -0.085], [-0.506, 0.499, -1.357], [0.202, 0.381, 0.976], [-0.832, -0.095, 0.018], [2.454, -0.217, -0.444], [3.455, 0.228, 0.140], [4.547, 0.206, -0.470], [3.507, 0.602, 1.329], [-3.066, 0.641, -0.160], [-2.149, 1.350, 1.234], [-2.640, -0.284, 1.320], [-1.357, -2.036, 0.728], [-1.220, -1.748, -1.089], [0.277, -1.876, 0.068], [-1.315, 0.420, -2.035], [0.472, 0.212, -1.791], [-0.204, 1.586, -1.269], [1.212, -0.183, 0.922], [0.176, 1.396, 1.349]],
  "mulliken_charge": [-1.345, -1.440, -1.551, -1.309, 1.903, -0.699, 1.142, -0.756, -0.708, 0.271, 0.324, 0.342, 0.324, 0.314, 0.356, 0.440, 0.381, 0.352, 0.338, 0.321],
  "e_homo_ev": [-4.2, -4.1],
  "total_charge": -1,
  "e_tot_ha": -456.88737,
  "orbital_gap_ev": [7.57, 7.49]
}

{
  "formula": "C5H11N2O2S",
  "method": "wB97M-V/def2-TZVPD",
  "elements": ["C", "C", "C", "C", "C", "N", "N", "O", "O", "S", "H", "H", "H", "H", "H", "H", "H", "H", "H", "H", "H"],
  "positions_angstrom": [[0.405, -0.888, -0.025], [-1.845, -0.793, -0.580], [0.713, 0.483, 0.400], [1.427, 1.558, -0.416], [-2.450, -1.327, 0.656], [2.936, -1.764, -0.243], [-2.032, 0.654, -0.613], [2.049, 0.851, 0.503], [1.126, 2.852, -0.265], [1.332, -2.127, -0.488], [-0.006, 0.791, 1.224], [1.619, 1.345, -1.499], [-1.893, -2.267, 1.024], [-3.465, -1.694, 0.598], [-2.485, -0.587, 1.424], [3.140, -0.843, 0.207], [3.523, -2.531, 0.057], [-2.903, 0.886, -1.134], [-1.209, 0.967, -1.111], [-1.881, 1.049, 0.323], [1.899, 3.383, -0.041]],
  "mulliken_charge": [0.094, -0.273, -0.629, 0.413, -0.817, -0.414, -0.224, -0.511, -0.484, 0.083, 0.403, 0.443, 0.238, 0.353, 0.353, 0.343, 0.295, 0.384, 0.288, 0.315, 0.348],
  "e_homo_ev": [-11.8, -11.8],
  "total_charge": 1,
  "e_tot_ha": -854.78250,
  "orbital_gap_ev": [7.59, 7.60]
}